The following is a DFT calculation (ωB97M-V with the def2-TZVPD basis set) of 2 unconnected molecules or ions with the total composition C4H5ClN2 at a distorted geometry.

Results
F_max: 4.44 eV/A
E: -19727.5867 eV
E_HOMO: -9.13 eV
Relative energy (zero: lowest compared OMol25 entry of this formula, charge and spin): 100.5 kcal per mole

ORCA input file:
```
! RIJCOSX wB97M-V def2-TZVPD def2/J DEFGRID3
* xyz 0 1
C -0.058 -2.497 -0.192
C -0.212 1.762 -0.318
C -1.498 1.601 0.120
C 0.532 -1.321 -0.522
N -0.654 -3.470 0.011
N 1.588 -0.965 0.129
Cl -2.416 0.233 0.038
H 0.476 0.916 -0.557
H 0.355 2.737 -0.202
H -2.042 2.366 0.548
H 1.972 -0.012 -0.167
H 1.957 -1.349 1.112
*
```



The following is a DFT calculation (ωB97M-V with the def2-TZVPD basis set) of C4H5ClN2O in the gas phase at a distorted geometry.

Results
F_max: 6.60 eV/A
SMILES string: Cn1cnc(Cl)c1O
E: -21775.3616 eV
E_HOMO: -7.08 eV
Relative energy (zero: lowest compared OMol25 entry of this formula, charge and spin): 94.0 kcal per mole

ORCA input file:
```
! RIJCOSX wB97M-V def2-TZVPD def2/J DEFGRID3
* xyz 0 1
C 0.149 0.952 -1.208
C -0.656 1.867 0.574
C -0.260 0.046 0.811
C 0.579 -1.551 -0.693
N -0.341 2.012 -0.665
N 0.227 -0.171 -0.415
O -0.425 -0.853 1.856
Cl -0.866 3.115 1.692
H 0.732 0.860 -2.076
H -0.273 -2.069 -0.558
H 0.878 -1.485 -1.792
H 1.406 -1.957 0.001
H -1.149 -0.764 2.473
*
```



The following is a DFT calculation (ωB97M-V with the def2-TZVPD basis set) of C4H5ClN2O in the gas phase at a distorted geometry.

Results
F_max: 6.15 eV/A
SMILES string: O=CN1CN=C[C@@H]1Cl
E: -21777.5691 eV
E_HOMO: -9.87 eV
Relative energy (zero: lowest compared OMol25 entry of this formula, charge and spin): 43.1 kcal per mole

ORCA input file:
```
! RIJCOSX wB97M-V def2-TZVPD def2/J DEFGRID3
* xyz 0 1
C 0.252 -1.651 0.590
C -0.517 1.840 -0.244
C 1.345 -0.055 -0.505
C -0.868 -0.510 0.581
N 1.260 -1.370 -0.122
N -0.138 0.541 -0.055
O -1.530 2.293 0.230
Cl -2.223 -1.146 -0.335
H 0.021 -2.709 0.791
H 0.348 2.243 -0.843
H 2.029 0.651 -0.020
H 1.145 0.101 -1.670
H -1.124 -0.228 1.603
*
```



The following is a DFT calculation (ωB97M-V with the def2-TZVPD basis set) of C4H5ClN2O in the gas phase at a distorted geometry.

Results
F_max: 4.53 eV/A
SMILES string: C=N/N=C\O/C=C\Cl
E: -21775.2264 eV
E_HOMO: -8.84 eV
Relative energy (zero: lowest compared OMol25 entry of this formula, charge and spin): 97.1 kcal per mole

ORCA input file:
```
! RIJCOSX wB97M-V def2-TZVPD def2/J DEFGRID3
* xyz 0 1
C -1.458 2.112 1.132
C -1.390 0.725 0.942
C -0.281 -1.112 0.158
C 2.301 -1.080 -1.447
H -2.508 2.742 1.392
H -2.237 0.123 1.285
H -0.903 -1.649 0.821
H 3.040 -0.669 -2.066
H 2.626 -1.610 -0.606
N 0.266 -1.791 -0.819
N 1.086 -1.127 -1.692
O -0.249 0.187 0.316
Cl -0.293 3.149 0.582
*
```